(1)
The following is a DFT calculation (ωB97M-V/def2-TZVPD) of a cluster of 6 separate species, C22H56ClN4O9 in total at a distorted geometry.

CARTESIAN COORDINATES (ANGSTROEM)
1 Cl 0.103 0.378 -1.436
2 O 2.047 1.847 -5.131
3 O 0.869 0.956 -0.335
4 O -0.035 -1.035 -1.181
5 O 3.603 -0.697 0.811
6 O -5.154 -1.753 0.654
7 O -1.210 1.024 -1.246
8 O -1.016 2.766 1.863
9 O -4.374 2.979 -0.058
10 O 0.692 0.574 -2.703
11 N -6.040 2.039 2.244
12 N 4.131 -1.213 -0.343
13 N -2.208 -1.965 0.791
14 N -0.153 0.144 2.665
15 C -4.444 -2.923 1.026
16 C -3.801 3.829 -1.037
17 C -2.272 -4.215 0.020
18 C -6.402 -2.113 0.066
19 C -0.977 3.820 0.906
20 C 0.154 1.339 3.428
21 C 5.137 -3.153 0.858
22 C 0.207 2.590 2.563
23 C -7.969 2.895 1.240
24 C 1.534 1.178 4.067
25 C -5.829 3.352 0.127
26 C 5.221 -0.323 -0.862
27 C 6.465 -0.316 -0.039
28 C -3.096 -2.938 0.211
29 C 4.678 1.099 -1.000
30 C 5.931 -2.386 -2.288
31 C -6.608 2.281 0.931
32 C 4.719 -3.147 -1.677
33 C 2.747 -3.183 -0.242
34 C 3.328 1.420 -5.438
35 C 4.244 -2.665 -0.310
36 C 5.645 -0.873 -2.275
37 H -6.217 -2.680 -0.846
38 H -3.253 4.681 -0.634
39 H -1.989 -4.534 1.023
40 H -2.006 4.136 0.733
41 H -1.372 -3.996 -0.555
42 H 4.911 -0.729 -3.068
43 H -7.829 3.882 1.681
44 H -1.482 -1.817 0.105
45 H -6.684 1.435 2.735
46 H -7.044 -1.232 0.070
47 H -3.449 -2.709 -0.794
48 H 2.760 -0.448 0.424
49 H -4.410 -3.091 2.102
50 H -0.286 4.617 1.179
51 H -6.105 2.933 2.710
52 H -4.547 4.203 -1.739
53 H 6.032 -2.754 -3.309
54 H 1.653 0.394 4.815
55 H 5.429 -4.169 0.593
56 H 3.911 -3.174 -2.408
57 H 5.095 -4.168 -1.623
58 H -0.514 1.367 4.289
59 H -1.681 -2.457 1.499
60 H 5.344 1.744 -1.574
61 H -6.330 3.567 -0.817
62 H 7.198 -1.062 -0.345
63 H 2.274 -2.901 0.698
64 H 1.995 -2.730 -0.888
65 H 1.046 2.547 1.868
66 H -6.951 -2.723 0.783
67 H 2.654 -4.254 -0.426
68 H 0.451 3.459 3.174
69 H 5.977 -2.496 1.084
70 H 6.161 -0.255 1.006
71 H -0.582 3.394 -0.017
72 H 4.008 2.265 -5.544
73 H -6.784 1.451 0.247
74 H -5.968 4.274 0.691
75 H -8.612 2.268 1.858
76 H -3.081 3.258 -1.623
77 H 7.047 0.535 -0.390
78 H 6.898 -2.667 -1.872
79 H 2.262 0.824 3.337
80 H 1.949 2.042 4.585
81 H 0.563 0.096 1.955
82 H 6.519 -0.288 -2.562
83 H -8.575 2.982 0.338
84 H 0.118 -0.478 3.413
85 H 4.637 1.754 -0.129
86 H 4.455 -3.194 1.707
87 H -4.903 -3.846 0.671
88 H 3.313 0.917 -6.405
89 H 1.766 1.358 -4.355
90 H 3.653 1.086 -1.368
91 H 3.568 0.808 -4.569
92 H -2.860 -5.037 -0.389

**F_max**: 5.59 eV/Å
**LUMO level**: 2.64 eV
**DFT total energy**: -2227.77795 a.u.
**Net charge**: -1

(2)
The following is a DFT calculation (ωB97M-V/def2-TZVPD) of a structure of composition C22H56F2N5O11S2V at a distorted geometry.

CARTESIAN COORDINATES (ANGSTROEM)
1 V -3.514 -13.969 -7.810
2 S -0.912 -14.400 -5.624
3 S -2.985 -15.150 -4.860
4 F -4.531 -14.985 -5.450
5 F -0.125 -13.998 -6.936
6 O -5.324 -10.639 -5.121
7 O 3.871 -15.909 -2.293
8 O -2.742 -13.235 -8.976
9 O -2.838 -16.586 -4.713
10 O -5.866 -20.039 -4.528
11 O 2.031 -12.354 -6.772
12 O -0.815 -13.132 -4.936
13 O -0.137 -15.568 -5.081
14 O -1.142 -11.091 0.068
15 O -4.980 -13.478 -7.775
16 O -3.077 -14.355 -3.606
17 N -3.046 -18.596 -6.545
18 N 2.224 -10.994 -6.821
19 N -2.261 -14.528 -6.287
20 N -3.057 -11.474 -3.166
21 N -3.077 -11.415 -6.306
22 C -6.887 -19.181 -4.533
23 C 2.963 -9.013 -8.187
24 C -4.599 -19.474 -4.822
25 C 3.314 -16.205 -3.566
26 C -3.638 -11.846 -0.811
27 C -1.258 -11.295 -1.375
28 C 2.367 -10.472 -8.192
29 C -4.630 -20.070 -7.352
30 C -0.728 -9.804 0.452
31 C 3.347 -11.386 -9.004
32 C -6.671 -11.064 -4.761
33 C -5.276 -10.453 -6.576
34 C -0.088 -10.083 -6.122
35 C -3.592 -10.132 -8.480
36 C 2.170 -8.087 -7.326
37 C 1.685 -10.493 -4.390
38 C -4.377 -19.023 -6.279
39 C -2.724 -11.115 -1.826
40 C -3.807 -10.264 -6.971
41 C 1.465 -10.101 -5.879
42 C 1.975 -8.622 -5.952
43 C 0.961 -10.534 -8.938
44 H -3.172 -12.646 -0.236
45 H -5.704 -11.258 -7.172
46 H 2.761 -7.176 -7.226
47 H 2.952 -17.219 -3.400
48 H -3.215 -11.410 -5.306
49 H -3.841 -11.042 -3.633
50 H 0.196 -9.533 -0.059
51 H 3.113 -8.562 -9.168
52 H -0.867 -12.254 -1.716
53 H -7.117 -18.645 -5.454
54 H -3.027 -12.441 -3.456
55 H -6.745 -10.952 -3.679
56 H -5.672 -20.391 -7.335
57 H -4.405 -12.472 -1.266
58 H -0.637 -10.083 -5.181
59 H -4.022 -11.022 -8.939
60 H -0.525 -9.159 -6.501
61 H -3.104 -10.112 -1.631
62 H 3.955 -9.136 -7.754
63 H -7.786 -19.782 -4.396
64 H 1.078 -11.347 -4.089
65 H 2.728 -10.803 -4.320
66 H 1.040 -10.604 -10.023
67 H 1.542 -9.785 -3.574
68 H 4.369 -11.378 -8.625
69 H -2.834 -17.885 -5.860
70 H -2.141 -11.040 -6.365
71 H -4.570 -19.544 -8.305
72 H 4.043 -16.355 -4.362
73 H -2.518 -10.038 -8.643
74 H -6.931 -18.593 -3.616
75 H -4.109 -9.219 -8.778
76 H 3.373 -11.021 -10.031
77 H -0.585 -9.781 1.532
78 H 3.211 -16.132 -1.633
79 H -3.911 -20.887 -7.294
80 H 1.087 -12.374 -6.597
81 H -3.825 -20.211 -4.606
82 H -5.047 -18.176 -6.425
83 H -1.512 -9.133 0.102
84 H -7.511 -10.623 -5.299
85 H -4.032 -11.143 -0.077
86 H 0.393 -9.604 -8.913
87 H 1.235 -7.791 -7.802
88 H -2.444 -19.362 -6.277
89 H 3.036 -12.430 -9.039
90 H 0.334 -11.401 -8.735
91 H -0.630 -10.583 -1.910
92 H -0.540 -10.809 -6.797
93 H 2.857 -8.510 -5.321
94 H -6.849 -12.127 -4.924
95 H 2.541 -15.509 -3.891
96 H -4.418 -18.595 -4.203
97 H -3.583 -9.307 -6.500
98 H -5.788 -9.491 -6.571
99 H 1.225 -8.047 -5.409

**F_max**: 10.31 eV/Å
**Spin multiplicity**: 2
**LUMO level (alpha / beta)**: 1.73 / 1.75 eV
**DFT total energy**: -3913.16157 a.u.
**Net charge**: -1